Computed, not measured: C4H8O2 in the gas phase, with the ωB97M-V functional and the def2-TZVPD basis.

Each line ends with the natural charge from an NBO analysis.
Positions of all 14 atoms, in Å:
H (-0.57559, 1.91706, -1.16846)  0.23
C (0.30321, 1.29735, -1.36848)  -0.64
C (0.38641, 0.20833, -0.32444)  0.38
H (0.13681, -2.37438, -0.05474)  0.16
H (1.27640, -0.42666, -0.44596)  0.15
O (-0.76633, -0.51977, -0.34029)  -0.52
H (-0.67278, -1.65690, 1.38599)  0.21
H (0.19988, 0.84742, -2.35899)  0.22
H (-1.64519, -2.29979, 0.02923)  0.20
C (-0.10486, 0.64409, 1.97683)  0.07
H (1.19852, 1.92316, -1.34306)  0.22
C (-0.72098, -1.78685, 0.30280)  -0.26
O (0.65344, 0.90537, 0.95481)  -0.50
H (0.33107, 1.32157, 2.75476)  0.07

Forces on atoms 1 to 3 (eV/Å):
0.1090 -0.0839 -0.0195
0.0099 0.0147 -0.0170
0.0895 -0.0159 -0.3064

Output
relative energy (zero: lowest compared OMol25 entry of this formula, charge and spin)	4.067	eV
DFT total energy	-8369.2144	eV
HOMO level	-8.39	eV